{
  "formula": "C4H12N2S",
  "method": "ωB97M-V/def2-TZVPD",
  "species": ["C", "N", "C", "C", "S", "C", "N", "H", "H", "H", "H", "H", "H", "H", "H", "H", "H", "H", "H"],
  "positions_angstrom": [[0.503, -0.702, 0.238], [0.097, 0.740, 0.236], [-1.181, 1.028, -0.527], [-2.434, 0.522, 0.142], [-2.787, -1.282, 0.233], [1.806, -0.790, -0.540], [2.873, -0.049, 0.105], [-0.091, -1.449, -0.256], [0.815, -0.876, 1.276], [-1.459, -1.151, 1.459], [-1.294, 2.128, -0.549], [-0.970, 0.749, -1.561], [-3.327, 0.973, -0.287], [-2.440, 0.785, 1.204], [2.241, -1.800, -0.533], [1.491, -0.500, -1.599], [3.785, -0.122, -0.324], [-0.263, 0.858, 1.189], [2.637, 0.936, 0.092]],
  "forces_ev_per_angstrom": [[2.60, 1.00, -0.13], [-2.48, -0.64, 0.44], [1.60, 0.51, 0.10], [-0.99, -0.34, -0.03], [3.54, 0.73, 2.99], [0.59, -0.40, -0.94], [-0.29, 1.20, 0.08], [-1.03, -0.01, 0.41], [-0.60, -0.71, -0.09], [-3.19, -1.18, -2.62], [0.19, -0.31, 0.04], [-0.61, -0.37, 0.01], [0.02, 0.14, -0.22], [0.05, 0.49, -0.31], [-0.87, -0.16, -0.40], [0.90, -0.18, 0.84], [-0.14, -0.32, -0.25], [0.71, 0.44, -0.11], [0.00, 0.11, 0.19]],
  "lumo_energy_ev": -0.270,
  "e_homo_ev": -8.800,
  "charge": 0
}